Model a:
This record from OMol25 describes 2 unconnected molecules or ions with the total composition C4H14N3. The level of theory is wB97M-V/def2-TZVPD.

HOMO energy = -14.502 eV
HOMO-LUMO gap = 11.41 eV
Net charge = +1

XYZ file:
```
21
Properties=species:S:1:pos:R:3:mulliken_charge:R:1
C -0.41668 -2.45539 1.85953 -0.967
C 0.27799 -2.49787 0.49043 -0.695
H -1.15191 -1.66564 2.01634 0.337
H -1.05033 -3.34929 1.90187 0.325
H 0.27296 -2.51366 2.69542 0.279
H -0.26723 -1.93852 -0.27212 0.175
H 0.40311 -3.47570 0.02529 0.363
H 1.30739 -2.14698 0.58015 0.216
C 0.60464 0.84210 0.84702 -1.145
C -0.19842 1.69724 -1.32718 0.802
N -1.16705 1.87321 -2.23875 -0.383
N -0.33214 0.91144 -0.29209 -0.149
N 0.87836 2.50437 -1.40412 -0.381
H -2.03870 1.35915 -2.21788 0.213
H -0.91946 2.42851 -3.04703 0.204
H -1.22188 0.46435 -0.11397 0.273
H 1.39963 2.67586 -0.56442 0.213
H 1.16873 2.87744 -2.30116 0.222
H 0.23039 0.13210 1.57241 0.195
H 0.68107 1.79487 1.36510 0.411
H 1.53953 0.48242 0.42515 0.489
```

---

Model b:
This record from OMol25 describes 2 unconnected molecules or ions with the total composition C4H14N3. The level of theory is wB97M-V/def2-TZVPD.

HOMO energy = -11.772 eV
HOMO-LUMO gap = 8.02 eV
Net charge = +1

XYZ file:
```
21
Properties=species:S:1:pos:R:3:mulliken_charge:R:1
C -0.57368 -1.24793 -0.59247 -0.906
N -0.37985 -2.32769 0.34752 -0.281
C -1.45133 -2.58580 1.19946 0.044
N -1.26695 -2.76915 2.43574 -0.633
H 0.21217 -1.23936 -1.34600 0.295
H -1.52463 -1.39434 -1.10734 0.341
H -0.61893 -0.26393 -0.10100 0.271
H 0.45353 -2.23793 0.91756 0.271
H -2.41229 -2.64466 0.68377 0.339
H -2.13323 -3.01272 2.90525 0.260
C 2.18477 1.91337 -0.83230 -0.763
N 1.20836 3.04724 -0.67941 -0.210
C -0.14542 2.74205 -1.23963 -0.692
H 3.10252 2.17998 -0.30642 0.341
H 1.74098 1.03679 -0.37933 0.309
H 2.38674 1.77921 -1.88837 0.353
H 1.58076 3.87664 -1.14293 0.363
H 1.13757 3.28208 0.31117 0.373
H -0.02300 2.42821 -2.27236 0.348
H -0.76236 3.63164 -1.19629 0.341
H -0.59126 1.93925 -0.65658 0.237
```

---

Most stable to least stable: model a, model b